[1]
{
  "formula": "C4H9F",
  "method": "wB97M-V/def2-TZVPD",
  "elements": ["C", "C", "C", "C", "F", "H", "H", "H", "H", "H", "H", "H", "H", "H"],
  "xyz": [[-0.86, -0.94, -0.54], [0.38, -0.07, -0.25], [0.76, -0.41, 1.17], [-0.02, 1.43, -0.37], [-0.25, 1.75, -1.71], [-1.82, -0.67, -0.04], [-0.60, -1.97, -0.32], [-1.15, -0.91, -1.60], [1.14, -0.29, -0.97], [0.45, 0.37, 1.68], [1.81, -0.47, 1.20], [0.35, -1.38, 1.46], [0.72, 2.16, -0.02], [-0.91, 1.41, 0.29]],
  "homo_energy_ev": -11.3,
  "smiles": "CC(C)CF",
  "gap_ev": 12.454,
  "e_above_lowest_kj_mol": 103.3
}



[2]
{
  "formula": "C6H13NS",
  "method": "wB97M-V/def2-TZVPD",
  "elements": ["C", "N", "S", "C", "C", "C", "C", "C", "H", "H", "H", "H", "H", "H", "H", "H", "H", "H", "H", "H", "H"],
  "xyz": [[2.51, 1.19, 0.26], [1.41, 0.19, 0.03], [1.97, -1.34, -0.18], [0.21, 0.50, 0.75], [-0.93, -0.11, 0.06], [-1.02, 0.34, -1.44], [-2.28, -0.37, 0.74], [-1.32, -1.48, 0.45], [3.51, 0.67, 0.13], [2.43, 2.02, -0.43], [2.69, 1.64, 1.31], [1.83, -1.33, -1.64], [0.07, 1.51, 0.60], [0.31, 0.28, 1.83], [-0.06, 0.10, -1.94], [-1.39, 1.35, -1.57], [-1.71, -0.27, -1.80], [-3.22, -0.55, 0.17], [-2.54, -0.23, 1.71], [-0.81, -1.95, 1.25], [-1.66, -2.17, -0.28]],
  "homo_energy_ev": -8.7,
  "smiles": "CN(S)CC1(C)CC1",
  "gap_ev": 9.514,
  "e_above_lowest_kj_mol": 287.1
}



[3]
{
  "formula": "C15H17CuN7O7",
  "method": "wB97M-V/def2-TZVPD",
  "elements": ["Cu", "N", "C", "C", "C", "C", "N", "H", "H", "H", "H", "H", "H", "H", "H", "H", "H", "H", "H", "N", "C", "O", "C", "C", "N", "C", "N", "H", "H", "O", "C", "O", "C", "C", "C", "C", "C", "C", "N", "O", "O", "N", "O", "O", "H", "H", "H"],
  "xyz": [[0.04, 1.72, 0.42], [1.91, 1.61, 1.14], [2.86, 2.74, 1.12], [2.97, 3.39, -0.26], [2.10, 4.64, -0.48], [0.63, 4.40, -0.77], [-0.08, 3.75, 0.35], [1.83, 1.24, 2.08], [2.26, 0.83, 0.57], [3.84, 2.38, 1.43], [2.54, 3.47, 1.87], [2.76, 2.64, -1.03], [4.01, 3.69, -0.41], [2.51, 5.20, -1.32], [2.20, 5.30, 0.39], [0.52, 3.76, -1.65], [0.15, 5.35, -1.01], [-1.08, 3.80, 0.20], [0.12, 4.23, 1.22], [-2.12, 0.57, -1.95], [-2.49, 0.93, -0.69], [-1.80, 1.85, -0.09], [-3.61, 0.35, -0.10], [-3.96, 0.71, 1.22], [-4.24, 1.01, 2.30], [-4.34, -0.61, -0.83], [-4.83, -1.39, -1.52], [-2.57, -0.21, -2.39], [-1.23, 0.87, -2.30], [1.98, -0.78, -0.32], [0.82, -1.04, 0.02], [-0.08, -0.19, 0.35], [0.36, -2.47, 0.08], [-0.96, -2.78, 0.42], [-1.33, -4.10, 0.47], [-0.47, -5.14, 0.18], [0.82, -4.80, -0.16], [1.26, -3.49, -0.22], [1.78, -5.88, -0.48], [1.36, -7.02, -0.47], [2.92, -5.56, -0.74], [-2.72, -4.43, 0.87], [-2.98, -5.61, 1.05], [-3.48, -3.51, 1.05], [-1.67, -1.99, 0.65], [-0.79, -6.17, 0.23], [2.28, -3.25, -0.49]],
  "homo_energy_ev": [-8.1, -8.1],
  "spin_multiplicity": 2,
  "gap_ev": [7.327, 6.801],
  "e_above_lowest_kj_mol": 0.0
}



[4]
{
  "formula": "C40H57BrN4O11P2S2Ti",
  "method": "wB97M-V/def2-TZVPD",
  "elements": ["Ti", "C", "C", "C", "C", "C", "C", "C", "N", "C", "C", "C", "C", "C", "C", "O", "C", "C", "C", "C", "C", "C", "C", "C", "C", "O", "C", "C", "C", "C", "C", "C", "H", "H", "H", "H", "H", "H", "H", "H", "H", "H", "H", "H", "H", "H", "H", "H", "H", "H", "H", "H", "H", "H", "H", "H", "H", "H", "H", "H", "H", "H", "H", "H", "H", "H", "H", "H", "H", "H", "H", "H", "O", "P", "O", "O", "O", "P", "O", "O", "O", "H", "H", "C", "S", "C", "H", "H", "H", "H", "H", "H", "C", "N", "C", "C", "N", "C", "S", "H", "H", "H", "H", "H", "H", "Br", "C", "C", "N", "C", "C", "C", "C", "O", "O", "H", "H", "H"],
  "xyz": [[-0.04, -0.28, -1.54], [-3.57, 1.06, 4.34], [-4.29, 0.53, 3.09], [-5.39, -0.43, 3.55], [-4.96, 1.69, 2.34], [-3.27, -0.13, 2.16], [-2.20, 0.61, 1.70], [-1.30, 0.06, 0.79], [-0.13, 0.57, 0.35], [0.39, 1.80, 0.55], [-0.33, 3.00, 0.58], [0.30, 4.22, 0.70], [1.70, 4.24, 0.80], [2.48, 3.10, 0.77], [1.85, 1.80, 0.65], [2.46, 0.72, 0.70], [3.99, 3.15, 0.81], [4.57, 4.57, 0.86], [4.45, 2.39, 2.07], [4.55, 2.46, -0.44], [-0.53, 5.49, 0.69], [0.28, 6.77, 0.90], [-1.56, 5.40, 1.82], [-1.24, 5.62, -0.67], [-1.44, -1.32, 0.37], [-0.52, -1.73, -0.48], [-2.47, -2.09, 0.92], [-3.38, -1.46, 1.77], [-2.51, -3.60, 0.71], [-3.78, -4.26, 1.26], [-2.42, -3.94, -0.78], [-1.31, -4.19, 1.46], [-4.28, 1.54, 5.01], [-2.81, 1.79, 4.07], [-3.09, 0.24, 4.86], [-6.08, 0.10, 4.21], [-4.96, -1.26, 4.11], [-5.95, -0.82, 2.71], [-5.72, 2.16, 2.96], [-5.43, 1.32, 1.43], [-4.24, 2.44, 2.05], [-2.03, 1.62, 2.05], [-1.40, 2.95, 0.39], [2.19, 5.19, 0.88], [4.22, 5.11, 1.74], [4.29, 5.13, -0.03], [5.65, 4.51, 0.91], [4.07, 2.88, 2.97], [5.54, 2.34, 2.12], [4.05, 1.38, 2.03], [4.23, 2.97, -1.34], [4.19, 1.43, -0.49], [5.64, 2.45, -0.41], [0.87, 6.73, 1.81], [-0.40, 7.62, 0.96], [0.95, 6.94, 0.06], [-1.06, 5.22, 2.77], [-2.26, 4.58, 1.66], [-2.14, 6.32, 1.90], [-0.51, 5.64, -1.46], [-1.83, 6.54, -0.71], [-1.90, 4.77, -0.86], [-4.20, -2.04, 2.16], [-4.67, -3.83, 0.79], [-3.86, -4.14, 2.34], [-3.76, -5.32, 1.04], [-3.29, -3.56, -1.31], [-2.37, -5.03, -0.92], [-1.53, -3.49, -1.22], [-1.39, -4.00, 2.52], [-0.39, -3.72, 1.11], [-1.23, -5.27, 1.30], [-0.56, 3.28, -3.48], [-0.95, 1.68, -3.36], [-2.14, 1.43, -4.18], [-0.87, 1.46, -1.87], [0.36, 0.99, -4.04], [1.81, 0.97, -3.27], [2.11, 2.55, -3.10], [2.82, 0.36, -4.15], [1.60, 0.45, -1.86], [-0.88, 3.56, -4.33], [1.50, 2.95, -2.47], [1.81, -3.71, -1.85], [2.95, -2.30, -2.06], [3.58, -2.71, -3.72], [2.34, -4.65, -2.00], [1.00, -3.60, -2.57], [1.41, -3.63, -0.85], [2.73, -2.84, -4.38], [4.20, -3.60, -3.68], [4.16, -1.85, -4.05], [3.18, -3.42, 4.04], [3.84, -3.46, 2.78], [5.10, -3.92, 2.48], [5.28, -3.77, 1.15], [4.14, -3.22, 0.63], [3.24, -3.00, 1.62], [1.72, -2.39, 1.53], [3.58, -4.20, 4.70], [2.11, -3.59, 3.86], [3.28, -2.44, 4.52], [5.75, -4.32, 3.23], [6.12, -4.02, 0.54], [3.96, -2.94, -0.34], [-4.99, -4.48, -5.13], [-3.14, -3.98, -4.99], [-2.20, -4.75, -5.67], [-0.90, -4.39, -5.66], [-0.54, -3.36, -4.94], [-1.41, -2.58, -4.13], [-2.80, -2.90, -4.23], [-0.94, -1.60, -3.23], [-1.69, -0.86, -2.50], [0.34, -1.47, -2.99], [-2.46, -5.63, -6.24], [0.51, -3.09, -4.98], [-3.52, -2.28, -3.71]],
  "homo_energy_ev": [-0.2, -2.2],
  "spin_multiplicity": 3,
  "charge": -2,
  "gap_ev": [4.190, 5.598],
  "e_above_lowest_kj_mol": 283.1
}



[5]
{
  "formula": "C13H19NO2S3",
  "method": "wB97M-V/def2-TZVPD",
  "elements": ["C", "C", "C", "C", "O", "C", "O", "C", "S", "C", "S", "N", "C", "C", "C", "C", "C", "C", "S", "H", "H", "H", "H", "H", "H", "H", "H", "H", "H", "H", "H", "H", "H", "H", "H", "H", "H", "H"],
  "xyz": [[-0.31, 1.27, -1.48], [0.69, 2.42, -1.37], [1.31, 2.55, 0.02], [0.31, 2.93, 1.10], [-0.37, 1.77, 1.58], [-0.76, 1.77, 2.84], [-0.59, 2.66, 3.63], [-1.49, 0.49, 3.20], [-0.79, -0.95, 2.38], [-1.80, -1.07, 0.91], [-3.12, -0.10, 0.70], [-1.42, -2.01, 0.04], [-2.08, -2.16, -1.24], [-0.28, -2.88, 0.24], [0.96, -2.34, -0.41], [1.40, -2.57, -1.67], [2.58, -1.85, -1.99], [3.00, -1.08, -0.95], [1.98, -1.22, 0.42], [-1.13, 1.41, -0.78], [0.18, 0.32, -1.26], [-0.72, 1.22, -2.49], [0.20, 3.35, -1.63], [1.50, 2.26, -2.10], [1.78, 1.60, 0.30], [2.08, 3.32, -0.01], [-0.44, 3.63, 0.72], [0.82, 3.40, 1.96], [-2.53, 0.57, 2.86], [-1.46, 0.32, 4.27], [-2.83, -1.38, -1.36], [-2.56, -3.14, -1.30], [-1.34, -2.07, -2.04], [-0.52, -3.85, -0.20], [-0.11, -3.01, 1.32], [0.92, -3.24, -2.36], [3.07, -1.90, -2.94], [3.86, -0.43, -0.91]],
  "homo_energy_ev": -8.4,
  "smiles": "CCCCOC(=O)CSC(=S)N(C)Cc1cccs1",
  "gap_ev": 8.927,
  "e_above_lowest_kj_mol": 5.8
}



[6]
{
  "formula": "C2H5NOS",
  "method": "wB97M-V/def2-TZVPD",
  "elements": ["C", "C", "H", "H", "H", "H", "H", "N", "O", "S"],
  "xyz": [[1.57, -1.23, -0.09], [-0.75, 0.52, 0.43], [0.70, -1.73, 0.75], [1.97, -1.68, -1.40], [2.74, -0.87, 0.40], [-2.46, 1.56, 0.51], [-1.92, 1.59, -1.38], [-1.43, 1.73, 0.08], [-1.02, -0.13, 1.50], [0.60, 0.25, -0.80]],
  "homo_energy_ev": -9.4,
  "gap_ev": 8.775,
  "e_above_lowest_kj_mol": 570.1
}



What is the formula in the second record?
C6H13NS